Entry 1:
{"formula": "C6H6FNO2", "method": "ωB97M-V/def2-TZVPD", "elements": ["C", "C", "C", "C", "C", "C", "N", "O", "O", "F", "H", "H", "H", "H", "H", "H"], "coordinates": [[0.968117, 0.612234, 0.529294], [-0.894850, -0.764631, -0.171106], [1.308153, 0.696189, -0.793946], [-0.524460, -0.782416, -1.471309], [-0.240436, -0.094364, 0.925628], [0.478828, 0.219511, -1.877618], [1.084803, -0.009766, -3.178704], [0.481636, -0.841949, -3.843137], [2.130468, 0.491232, -3.416835], [-0.740732, 2.031048, -2.846514], [1.606296, 0.978089, 1.225847], [-1.772372, -1.385394, 0.195759], [2.312973, 1.214940, -0.915416], [-1.114270, -1.287744, -2.247149], [0.009581, -0.842672, 1.779501], [-0.901601, 0.623849, 1.440475]], "atomic_forces_ev_per_a": [[-1.496, -1.366, -3.612], [-2.114, -2.034, 0.094], [1.678, 1.831, 0.704], [-0.586, 2.027, -0.415], [0.883, -0.158, 1.787], [-1.081, -0.584, 2.157], [-1.638, -1.285, -0.341], [0.599, 0.573, -0.381], [1.303, 0.851, -0.505], [1.302, -1.911, 1.080], [1.792, 1.132, 2.041], [1.073, 0.667, -0.947], [-1.643, -0.728, -0.764], [0.524, 0.185, 0.536], [-0.404, 0.979, -1.297], [-0.192, -0.180, -0.136]], "mol_weight_g_mol": 143.1, "total_energy_ev": -14614.5942, "homo_energy_ev": [-9.813, -9.823], "e_above_lowest_ev": 4.840, "total_charge": 0}



Entry 2:
{"formula": "C6H6GaO3", "method": "ωB97M-V/def2-TZVPD", "elements": ["O", "C", "O", "C", "H", "H", "C", "H", "H", "H", "C", "C", "C", "O", "Ga", "H"], "coordinates": [[-3.860463, -0.148543, 0.774238], [-3.510363, 0.212164, -0.362120], [-4.127094, 0.876793, -1.211663], [0.890168, 0.115453, 0.872685], [0.735414, -0.687044, 1.612275], [0.233135, 0.936529, 1.199370], [2.341712, 0.554192, 0.840343], [2.498431, 1.399972, 0.150681], [2.654325, 0.909919, 1.828720], [3.018612, -0.285902, 0.607513], [-2.125774, -0.200534, -0.809366], [-1.013760, -0.803481, -0.474658], [0.351319, -0.395563, -0.428971], [1.033831, -0.327132, -1.482115], [2.577697, -0.482138, -1.968281], [-1.697192, -1.674684, -1.148646]], "atomic_forces_ev_per_a": [[1.068, 1.135, -3.410], [-0.639, -2.199, 4.594], [-1.347, 1.306, -1.503], [-0.213, -0.456, -0.102], [-0.171, 0.065, 0.025], [-0.185, -0.108, 0.011], [0.434, 0.104, -0.116], [0.040, -0.287, 0.133], [-0.226, -0.090, -0.136], [-0.202, 0.320, 0.044], [3.499, -2.213, 2.075], [-5.959, 0.989, -2.832], [3.171, 1.348, 0.232], [-10.552, 0.375, 3.986], [10.235, -1.096, -3.741], [1.048, 0.808, 0.738]], "mol_weight_g_mol": 195.8, "total_energy_ev": -64809.9109, "homo_energy_ev": [-17.409, -17.395], "e_above_lowest_ev": 0.432, "spin_multiplicity": 2, "total_charge": 2}



Entry 3:
{"formula": "C6H6Li2O2", "method": "ωB97M-V/def2-TZVPD", "elements": ["C", "C", "C", "H", "H", "H", "H", "C", "O", "O", "C", "C", "Li", "Li", "H", "H"], "coordinates": [[-0.568167, -0.749015, -2.086715], [-0.959555, -0.759233, -0.810426], [-1.054916, 0.413452, 0.135477], [-0.595065, -1.670476, -2.670539], [-0.199144, 0.147011, -2.594582], [-1.247840, -1.694470, -0.323703], [-2.115051, 0.645752, 0.341566], [-0.502869, 1.638508, -0.347259], [-0.134460, 2.625276, -0.744603], [1.769223, -0.324748, 0.605182], [0.962998, -0.122883, 1.588781], [-0.325583, 0.263710, 1.597147], [1.743784, -1.989977, -0.242313], [2.932962, 0.941521, 0.382411], [-0.815032, 0.762750, 2.429252], [1.108714, -0.127182, 2.740321]], "atomic_forces_ev_per_a": [[0.144, 0.011, 0.396], [0.518, -0.513, -0.315], [0.196, 0.169, 1.604], [-0.020, 0.285, 0.113], [-0.286, -0.218, 0.053], [-0.258, 0.285, -0.126], [0.116, 0.060, -0.087], [-0.461, 0.623, -0.730], [0.029, -0.854, 0.557], [0.825, -1.020, -0.939], [-2.689, 1.355, 4.404], [-0.503, 0.625, -3.242], [-0.113, 0.008, 0.011], [0.773, 0.470, 0.040], [-0.048, -0.654, -0.039], [1.775, -0.633, -1.703]], "mol_weight_g_mol": 124.0, "total_energy_ev": -10806.9218, "homo_energy_ev": -17.356, "e_above_lowest_ev": 0.000, "total_charge": 2}



Entry 4:
{"formula": "C6H6N", "method": "ωB97M-V/def2-TZVPD", "elements": ["C", "C", "C", "C", "C", "C", "N", "H", "H", "H", "H", "H", "H"], "coordinates": [[1.623878, 0.285700, -0.000641], [1.297671, 1.426636, 0.718414], [-1.097751, -1.324838, -1.207096], [0.460834, -0.405471, 0.622062], [-1.603752, 0.598408, 0.226290], [-0.853739, -0.446127, -0.173619], [0.285040, 0.881159, 1.397772], [2.402903, -0.012450, -0.677176], [1.675546, 2.428961, 0.799925], [-0.358788, -2.060403, -1.493421], [-2.001605, -1.255590, -1.794520], [0.628851, -1.322193, 1.186973], [-2.459088, 1.206210, 0.395037]], "atomic_forces_ev_per_a": [[0.225, -0.003, -0.189], [0.241, -0.210, 0.055], [-0.351, -0.072, -0.237], [-0.406, 0.067, -0.060], [2.033, -0.513, -0.015], [0.161, 0.287, 0.582], [-1.701, -0.139, -0.454], [0.174, -0.026, -0.170], [0.020, 0.235, -0.002], [0.090, 0.098, -0.011], [-0.044, -0.086, 0.028], [-0.048, 0.078, 0.083], [-0.395, 0.285, 0.389]], "mol_weight_g_mol": 92.1, "total_energy_ev": -7794.4575, "homo_energy_ev": [-14.279, -13.905], "e_above_lowest_ev": 5.285, "total_charge": 1}



Entry 5:
{"formula": "C6H6N", "method": "ωB97M-V/def2-TZVPD", "elements": ["C", "C", "C", "N", "C", "C", "C", "H", "H", "H", "H", "H", "H"], "coordinates": [[-2.457903, 0.221388, 0.003404], [-1.335692, 0.973590, -0.067472], [0.105381, 0.569052, 0.026625], [1.562955, 1.292561, 0.028723], [2.372748, 0.299787, -0.056944], [1.678636, -1.088093, -0.048981], [0.354374, -0.806806, 0.026277], [-3.359972, 0.682146, -0.029505], [-2.370079, -0.910112, 0.374246], [-1.556758, 2.038292, -0.290893], [3.410787, 0.142418, -0.049491], [2.146079, -2.058108, 0.103725], [-0.550551, -1.356112, -0.019711]], "atomic_forces_ev_per_a": [[4.162, -4.364, 2.168], [2.033, 2.628, -0.629], [0.200, 0.064, -0.506], [-1.214, -0.828, -0.199], [-2.900, -1.148, 0.316], [-1.553, 0.807, 0.877], [0.279, -0.491, -0.329], [-2.725, 1.076, -0.454], [-0.676, 2.605, -1.132], [0.640, -0.609, 0.298], [1.558, 1.529, -0.049], [0.078, 0.203, -0.506], [0.116, -1.473, 0.144]], "mol_weight_g_mol": 92.1, "total_energy_ev": -7797.0489, "homo_energy_ev": [-15.262, -15.258], "e_above_lowest_ev": 2.694, "total_charge": 1}



Entry 6:
{"formula": "C6H6N", "method": "ωB97M-V/def2-TZVPD", "elements": ["C", "C", "C", "C", "C", "C", "N", "H", "H", "H", "H", "H", "H"], "coordinates": [[-1.363940, -1.068694, 0.488154], [-0.076319, -1.174197, 0.409039], [-1.443100, 0.902164, -0.526874], [-2.242710, -0.076530, 0.080086], [0.583563, -0.047208, -0.131572], [2.017281, 0.145316, 0.042696], [-0.109904, 0.887102, -0.589687], [-1.806463, 1.697623, -1.082554], [-3.272537, -0.024582, 0.135037], [0.661621, -1.867235, 0.912254], [2.369700, -0.424480, 0.846908], [2.175586, 1.201883, 0.217209], [2.507219, -0.151156, -0.800696]], "atomic_forces_ev_per_a": [[-0.991, 2.712, -1.512], [1.349, -3.946, 2.343], [2.720, -0.457, 0.254], [2.391, -2.119, 1.224], [0.637, 0.006, 0.011], [-0.656, 1.059, 1.382], [-2.850, 2.191, -1.065], [-1.746, 1.327, -0.780], [-1.936, 0.035, -0.206], [-1.332, 0.563, -0.429], [0.693, -0.732, 1.240], [0.221, 0.094, 0.013], [1.501, -0.732, -2.476]], "mol_weight_g_mol": 92.1, "total_energy_ev": -7797.7966, "homo_energy_ev": [-15.461, -15.461], "e_above_lowest_ev": 1.946, "total_charge": 1}



Entry 7:
{"formula": "C6H6N", "method": "ωB97M-V/def2-TZVPD", "elements": ["C", "C", "C", "C", "C", "C", "N", "H", "H", "H", "H", "H", "H"], "coordinates": [[-0.015965, 0.416512, 1.403493], [0.990075, 0.096743, 2.408051], [-1.250786, 0.671901, 0.618804], [1.343629, -0.720139, -0.306609], [0.180256, -0.177599, -1.227032], [1.120043, -0.238215, 1.043910], [-0.958508, 0.332652, -0.869900], [-2.166980, 0.108514, 1.048208], [-1.311115, 1.742222, 0.837606], [1.049982, -1.702266, -0.346812], [2.356702, -0.501034, -0.744340], [0.351099, -0.443895, -2.268447], [-1.688432, 0.414604, -1.596932]], "atomic_forces_ev_per_a": [[-1.103, -0.311, 2.870], [-2.061, 0.217, -5.125], [0.100, -0.689, -0.720], [-0.391, 3.098, -1.098], [4.644, -1.247, -1.130], [2.390, -0.681, 1.511], [-3.582, 1.595, 3.069], [1.598, 0.902, -0.811], [-0.871, 0.269, -0.788], [0.225, -3.053, 0.256], [-1.038, -0.386, 0.546], [-0.325, 0.192, 0.246], [0.413, 0.093, 1.174]], "mol_weight_g_mol": 92.1, "total_energy_ev": -7793.9208, "homo_energy_ev": [-10.382, -16.107], "e_above_lowest_ev": 1.919, "spin_multiplicity": 3, "total_charge": 1}



Entry 8:
{"formula": "C6H6N2", "method": "ωB97M-V/def2-TZVPD", "elements": ["C", "C", "C", "N", "C", "C", "C", "N", "H", "H", "H", "H", "H", "H"], "coordinates": [[-2.116771, -0.067128, -0.012484], [-1.329912, -1.177899, -0.029692], [0.009695, -0.696519, 0.023977], [1.345515, -1.087291, 0.003528], [2.140237, 0.062726, -0.038312], [1.316327, 1.165127, 0.016822], [-0.005328, 0.670381, -0.010532], [-1.357507, 1.105894, 0.006862], [-3.185577, 0.032211, 0.094540], [-1.710236, -2.206569, 0.036560], [1.720151, -2.000646, 0.046187], [3.217184, 0.050722, 0.069108], [1.611648, 2.203809, 0.008068], [-1.654710, 2.050122, -0.025861]], "atomic_forces_ev_per_a": [[-0.334, 1.314, 0.205], [-0.272, -0.982, 0.414], [0.747, -0.527, -0.459], [-0.089, 1.189, -0.190], [-0.846, 0.045, 0.735], [0.348, 0.328, -0.548], [-1.413, 1.112, 0.486], [1.925, -2.178, -0.104], [-0.010, -0.238, -0.209], [0.314, 0.679, -0.131], [0.061, -0.698, -0.002], [-0.205, -0.291, -0.195], [0.169, -0.141, 0.029], [-0.395, 0.388, -0.030]], "mol_weight_g_mol": 106.1, "total_energy_ev": -9298.7397, "homo_energy_ev": -7.400, "e_above_lowest_ev": 0.005, "total_charge": 0}



Entry 9:
{"formula": "C6H6N2", "method": "ωB97M-V/def2-TZVPD", "elements": ["C", "C", "C", "N", "C", "C", "C", "N", "H", "H", "H", "H", "H", "H"], "coordinates": [[2.732324, 0.332697, 0.225553], [1.834574, -0.577735, -0.043831], [0.347491, -0.119512, -0.123247], [-0.028534, 1.185886, -0.247164], [-1.271282, 1.329510, -0.000915], [-2.218970, 0.251979, 0.237683], [-1.750463, -1.127386, 0.054043], [-0.378173, -1.197634, 0.053690], [3.761020, -0.028419, 0.379204], [2.366976, 1.171774, -0.218694], [1.914089, -1.691936, -0.288590], [-1.639072, 2.349481, 0.403622], [-3.291671, 0.215378, -0.105672], [-2.378304, -2.094080, -0.325676]], "atomic_forces_ev_per_a": [[2.189, -3.130, -0.164], [-2.729, -1.420, -0.983], [2.301, -1.297, -0.236], [1.844, -1.673, 0.241], [-4.103, 1.028, 3.005], [-0.694, -3.811, -2.991], [0.989, 2.744, -0.965], [-2.326, -1.371, -0.478], [-0.367, 0.970, -0.169], [-0.100, 3.641, 0.222], [0.114, 1.655, 1.245], [0.538, -1.249, -1.700], [0.827, 1.377, 1.320], [1.516, 2.536, 1.653]], "mol_weight_g_mol": 106.1, "total_energy_ev": -9295.8027, "homo_energy_ev": -9.188, "e_above_lowest_ev": 2.942, "total_charge": 0}



Entry 10:
{"formula": "C6H6N2", "method": "ωB97M-V/def2-TZVPD", "elements": ["C", "N", "C", "C", "C", "C", "C", "N", "H", "H", "H", "H", "H", "H"], "coordinates": [[1.541401, 0.276525, 0.489253], [1.914003, -0.223918, -0.621974], [0.781722, -0.598115, -1.499251], [-0.343293, -0.194764, -0.654544], [-1.657643, 0.009860, -0.544265], [-1.922501, 0.508697, 0.838747], [-0.616878, 0.382560, 1.450743], [0.230847, 0.026653, 0.529800], [2.127126, 0.586815, 1.402281], [0.804860, -1.746280, -1.506190], [1.226535, -0.261474, -2.629803], [-2.365384, -0.461500, -1.144034], [-2.905795, 0.524254, 1.542539], [-0.598143, 0.430471, 2.496323]], "atomic_forces_ev_per_a": [[2.145, -2.335, -1.198], [3.524, 0.863, -0.829], [3.240, -1.358, -1.894], [-0.273, 0.048, -1.699], [-1.712, 0.672, 2.440], [1.207, -2.232, 1.426], [-6.872, 1.721, 0.137], [-0.945, 1.561, 2.894], [-0.583, -0.275, -1.472], [0.068, 1.371, -0.336], [-2.295, -0.545, 3.071], [-1.246, 0.142, -1.356], [2.425, 0.143, -2.373], [1.318, 0.224, 1.188]], "mol_weight_g_mol": 106.1, "total_energy_ev": -9295.8923, "homo_energy_ev": -8.440, "e_above_lowest_ev": 2.852, "total_charge": 0}



Question: Number 5 is which compound?
Answer: C6H6N



What did the ninth record say?
{"formula": "C6H6N2", "method": "ωB97M-V/def2-TZVPD", "elements": ["C", "C", "C", "N", "C", "C", "C", "N", "H", "H", "H", "H", "H", "H"], "coordinates": [[2.732324, 0.332697, 0.225553], [1.834574, -0.577735, -0.043831], [0.347491, -0.119512, -0.123247], [-0.028534, 1.185886, -0.247164], [-1.271282, 1.329510, -0.000915], [-2.218970, 0.251979, 0.237683], [-1.750463, -1.127386, 0.054043], [-0.378173, -1.197634, 0.053690], [3.761020, -0.028419, 0.379204], [2.366976, 1.171774, -0.218694], [1.914089, -1.691936, -0.288590], [-1.639072, 2.349481, 0.403622], [-3.291671, 0.215378, -0.105672], [-2.378304, -2.094080, -0.325676]], "atomic_forces_ev_per_a": [[2.189, -3.130, -0.164], [-2.729, -1.420, -0.983], [2.301, -1.297, -0.236], [1.844, -1.673, 0.241], [-4.103, 1.028, 3.005], [-0.694, -3.811, -2.991], [0.989, 2.744, -0.965], [-2.326, -1.371, -0.478], [-0.367, 0.970, -0.169], [-0.100, 3.641, 0.222], [0.114, 1.655, 1.245], [0.538, -1.249, -1.700], [0.827, 1.377, 1.320], [1.516, 2.536, 1.653]], "mol_weight_g_mol": 106.1, "total_energy_ev": -9295.8027, "homo_energy_ev": -9.188, "e_above_lowest_ev": 2.942, "total_charge": 0}